Below is 10 unconnected molecules or ions with the total composition C60H150N10O20, with properties calculated with wB97M-V/def2-TZVPD.

```
240
Properties=species:S:1:pos:R:3:forces:R:3:mulliken_charge:R:1
C -2.43673 2.23180 5.57841 -0.121 1.033 0.463 -0.5296
O -3.59164 1.59664 5.99449 -2.707 -0.570 -0.209 -0.3699
C -4.80072 2.43722 5.80550 1.034 0.860 0.379 -0.2103
C -6.10535 1.64688 5.73501 1.972 -1.406 0.675 -0.6636
N -6.01889 0.61441 4.70994 -1.392 1.310 -1.647 0.3787
C -5.88656 1.31803 3.38876 0.989 -1.537 -0.167 -0.0349
C -6.31427 0.32869 2.24227 -0.724 1.791 0.190 -0.3322
O -6.63474 1.01251 0.98167 0.282 -0.475 2.507 -0.4946
C -5.42302 1.40007 0.37804 -0.339 -1.143 -1.508 -0.5714
H -2.34246 3.11200 6.21439 0.407 0.641 -0.238 0.5070
H -2.54917 2.52430 4.53443 0.502 0.046 -0.160 0.1198
H -1.54143 1.64512 5.78420 -0.262 -0.397 -0.279 -0.0180
H -4.71623 3.12236 4.96196 0.400 -0.433 -0.728 0.0254
H -4.81445 3.18117 6.60203 -0.117 -0.173 0.713 0.6224
H -6.96831 2.28794 5.55492 0.115 0.038 0.079 0.3229
H -6.18523 1.13042 6.69156 -0.464 0.100 0.114 0.1378
H -5.18812 0.04595 4.79217 0.290 0.082 0.488 -0.0644
H -4.83956 1.61781 3.34381 0.262 -0.013 -0.701 0.0689
H -6.39529 2.28071 3.33833 -0.647 -0.297 0.080 -0.0002
H -7.21037 -0.13319 2.65671 -0.232 -0.037 -0.506 0.1360
H -5.58428 -0.46050 2.06228 0.230 0.026 -0.004 0.1298
H -4.66513 1.88663 0.99201 -0.404 0.409 0.096 0.1081
H -5.73508 1.92216 -0.52647 0.391 0.659 0.222 0.3452
H -5.00092 0.47628 -0.01762 0.656 -0.131 -0.028 0.3506
C -1.86354 -0.86941 -7.04318 0.139 -0.007 0.247 -0.9617
O -0.51148 -0.72173 -6.74561 1.310 -0.761 0.561 0.0465
C 0.42133 -1.68230 -7.33350 -0.425 2.443 0.021 0.0936
C 0.98193 -1.06709 -8.62508 -1.846 0.100 0.623 -0.6808
N 1.43174 0.34623 -8.48157 -0.591 -1.062 -1.420 -0.4262
C 2.80607 0.29453 -8.17254 1.747 1.435 1.548 0.4327
C 3.44513 1.69070 -7.89206 0.178 -0.709 0.233 -1.3374
O 2.88027 2.28372 -6.72158 0.026 0.119 -0.118 -0.0198
C 3.22288 3.65891 -6.53997 -0.724 -0.225 -0.414 -0.8187
H -2.25596 -1.81197 -6.66148 -0.037 -0.430 -0.418 0.3338
H -1.98588 -0.72662 -8.11684 -0.678 -0.133 -0.088 0.3322
H -2.38763 -0.12038 -6.44957 -0.046 0.289 -0.385 0.1963
H -0.03817 -2.65159 -7.52698 0.075 -0.106 0.270 0.6061
H 1.27442 -1.68670 -6.65504 -0.290 -0.597 0.374 -0.5535
H 0.18516 -1.09162 -9.36849 0.102 -0.118 -0.288 0.4887
H 1.72486 -1.82974 -8.85856 0.631 0.700 -0.726 0.0493
H 0.97658 0.82942 -7.72034 -0.551 -0.329 0.086 0.2963
H 3.37508 -0.24835 -8.92726 0.097 0.167 0.007 0.4571
H 2.85752 -0.23712 -7.22239 0.954 -0.417 0.329 -0.3554
H 3.37218 2.33415 -8.76884 -0.458 0.270 -0.101 0.5106
H 4.51324 1.60304 -7.69316 0.300 -0.456 -0.173 0.3959
H 2.40446 4.09717 -5.96881 -0.113 0.122 -0.253 0.2036
H 3.32627 4.10457 -7.52931 -0.246 0.395 -0.021 0.3596
H 4.12867 3.92283 -5.99408 0.451 -0.803 0.149 0.2410
C 3.64923 -4.37971 -12.84638 1.330 -0.108 -0.096 -0.8691
O 4.15481 -4.34179 -11.48308 -1.233 -0.214 -0.744 -0.2716
C 4.95878 -3.18826 -11.18850 0.391 -0.933 -0.832 -0.7283
C 5.65086 -3.26422 -9.80164 -2.288 0.834 -0.874 -0.6268
N 4.84791 -2.51940 -8.82553 0.463 0.474 -0.178 0.0714
C 5.36329 -2.59203 -7.46929 0.610 -0.503 -0.935 -0.7615
C 5.04580 -3.90865 -6.82826 -1.189 0.556 1.208 -0.9284
O 3.62811 -3.85714 -6.67421 -0.521 -0.455 -0.078 0.3639
C 3.07468 -4.73594 -5.69897 0.977 0.782 0.358 -2.0088
H 3.20732 -5.32266 -13.16833 -0.476 -0.217 1.213 0.3049
H 4.47286 -4.38702 -13.56029 0.673 0.526 0.066 0.3230
H 2.99701 -3.57581 -13.18765 -0.186 0.297 0.706 0.3245
H 4.38016 -2.27941 -11.35371 -0.075 0.199 0.415 0.3668
H 5.73232 -3.20650 -11.95623 0.381 0.257 -0.120 0.4344
H 6.57412 -2.70345 -9.94735 0.325 -0.490 0.414 0.4241
H 5.73004 -4.31703 -9.53066 0.674 -0.136 -0.143 0.3032
H 3.89002 -2.83284 -8.75999 -0.142 -0.299 -0.428 0.0470
H 4.91257 -1.76425 -6.92180 0.276 -0.144 0.399 0.0525
H 6.45221 -2.54636 -7.48545 0.148 0.621 -0.080 0.5479
H 5.52827 -3.90854 -5.85086 0.045 -0.331 0.309 0.7306
H 5.33696 -4.80182 -7.38105 0.165 0.006 -0.204 0.2809
H 3.39369 -5.76702 -5.85128 -0.494 -0.215 -0.291 0.4631
H 2.00370 -4.54595 -5.62812 0.014 -0.440 -0.403 0.1006
H 3.48091 -4.45030 -4.72866 0.072 -0.042 0.328 0.6295
C -2.61613 -1.68579 4.99240 0.831 0.404 -0.198 -0.3670
O -4.02189 -1.60134 4.94094 -1.022 -1.052 -0.412 -0.2732
C -4.62078 -2.81965 4.38466 0.727 -0.546 0.933 -0.8136
C -6.12999 -2.84837 4.36962 -1.915 1.754 0.220 -0.6185
N -6.78562 -2.29509 5.57415 3.441 -1.428 0.564 -0.3235
C -8.15284 -2.01849 5.47301 -0.645 0.546 0.531 -0.2350
C -8.69243 -1.49756 6.81408 -0.258 -0.207 -1.174 -1.0593
O -8.26231 -0.15683 7.00025 -0.838 -1.202 -1.106 -0.0626
C -8.97631 0.44881 8.00917 0.673 0.900 1.328 -0.8349
H -2.16275 -2.22477 5.82429 -0.632 -0.866 0.128 0.4120
H -2.15367 -0.71506 5.17101 -0.615 0.469 -0.412 -0.2387
H -2.22445 -2.06386 4.04807 0.153 -0.142 -0.003 0.1852
H -4.28250 -3.68239 4.95856 0.293 0.041 0.380 0.5080
H -4.25819 -3.00715 3.37399 0.104 0.313 -0.233 0.4378
H -6.61901 -3.80559 4.18879 0.777 -0.419 -0.223 0.5464
H -6.46598 -2.18735 3.57070 0.010 0.006 -0.722 0.0680
H -6.21298 -1.47865 5.73414 -0.629 0.479 0.570 0.2419
H -8.70608 -2.92025 5.21062 -0.026 -0.166 -0.054 0.5077
H -8.29365 -1.27307 4.69032 -0.672 0.360 -0.181 0.0537
H -8.44225 -2.15803 7.64431 0.681 0.026 0.168 0.3845
H -9.77974 -1.56831 6.78467 -0.387 0.455 -0.185 0.5000
H -10.06437 0.42577 8.07001 -0.366 -0.509 -0.986 0.3617
H -8.71001 1.50344 7.93903 0.121 0.069 0.531 0.0912
H -8.65319 -0.02498 8.93612 0.089 0.446 0.632 0.3787
C 4.35233 5.18308 5.17885 -0.816 -0.607 -0.648 -0.8610
O 3.58487 3.94608 5.23572 0.393 -0.168 -0.354 -0.2364
C 3.80403 2.95418 4.16659 0.800 -0.166 1.979 -0.5078
C 3.22867 1.53637 4.47757 -0.210 1.783 -1.034 -0.2862
N 1.76147 1.54696 4.43687 1.075 -0.747 0.291 0.0355
C 1.26151 0.32315 5.08410 0.400 -0.503 -1.090 0.3255
C 1.80876 -0.93414 4.28139 -1.219 -0.166 0.565 -0.1311
O 0.71924 -1.86245 4.07692 1.051 0.860 0.175 0.4738
C 1.14854 -3.16646 3.74335 -1.184 -0.508 -0.021 -1.3899
H 4.58022 5.48794 4.15747 -0.338 -0.088 -0.292 0.2136
H 5.32633 5.22057 5.66672 -0.010 -0.789 0.467 0.3519
H 3.71665 5.94272 5.63379 0.031 -0.031 -0.012 0.2761
H 4.86849 2.72033 4.18486 0.343 0.496 -0.634 0.4159
H 3.45278 3.37598 3.22489 0.050 -0.242 -0.127 0.1737
H 3.65867 1.07405 5.36608 -0.033 0.411 0.574 0.3577
H 3.65736 0.94218 3.67055 -0.230 -0.160 -0.331 -0.0565
H 1.51022 2.40997 4.89751 -0.554 -0.152 0.381 0.2547
H 0.17253 0.36877 5.09602 -0.002 -0.424 -0.324 -0.9170
H 1.56761 0.19218 6.12201 0.253 0.246 0.278 0.4081
H 2.57428 -1.51154 4.79974 0.160 0.328 0.613 0.2733
H 2.31251 -0.64742 3.35828 -0.510 0.241 -0.449 -0.1839
H 0.33649 -3.79588 4.10735 -0.051 -0.291 -0.241 0.2767
H 2.04305 -3.56371 4.22308 0.354 0.596 0.194 0.3732
H 1.22611 -3.30719 2.66526 0.189 0.080 -0.170 0.3887
C -2.96924 4.62423 2.46322 -1.546 0.419 -0.048 -0.2943
O -4.34503 4.32329 2.10983 0.551 -0.707 0.252 0.0559
C -5.23672 5.33920 1.64818 1.049 -0.246 0.510 -0.7791
C -5.83753 6.18878 2.77882 -0.166 -1.742 -0.640 -0.7945
N -6.56105 5.32934 3.74090 0.264 1.213 1.229 -0.0237
C -7.04941 6.21251 4.83041 1.654 -0.648 0.287 -0.7845
C -8.02383 5.55129 5.77338 -0.823 -0.140 -1.277 -0.0559
O -8.16765 6.24520 6.95251 0.848 1.215 1.158 -0.3655
C -9.06417 5.64805 7.84444 -0.992 0.563 -0.456 -0.7559
H -2.50736 3.68314 2.76174 -0.156 0.097 -0.075 -0.4930
H -2.97022 5.32219 3.30045 0.225 -0.001 0.220 0.3777
H -2.38660 5.06777 1.65581 -0.148 -0.012 -0.342 0.3750
H -6.02887 4.80722 1.12132 0.041 -0.024 -0.111 0.2851
H -4.63786 5.92294 0.94910 -0.445 0.562 -0.246 0.3596
H -6.51102 6.93191 2.35188 0.038 0.350 -0.190 0.4930
H -4.99619 6.69153 3.25578 -0.246 0.074 0.475 0.3721
H -7.31578 4.74524 3.41028 0.066 0.231 -0.804 0.2198
H -7.33863 7.18510 4.43227 -0.673 0.099 0.128 0.2936
H -6.17036 6.40493 5.44551 0.228 0.294 0.096 0.2962
H -7.72667 4.52382 5.98337 0.073 -0.291 -0.282 0.1207
H -9.00903 5.60197 5.30980 -0.343 -0.738 -0.424 0.3122
H -9.88404 5.20381 7.28002 0.065 -0.777 -0.108 0.3394
H -9.62046 6.44177 8.34308 0.559 0.121 0.621 0.2932
H -8.58752 4.94597 8.52853 -0.071 -0.036 0.014 0.2555
C -0.54163 2.30183 -5.83773 0.366 0.790 1.186 -0.3772
O -0.45214 3.53368 -5.08573 0.369 -0.187 -0.517 -0.4821
C -0.34371 3.35660 -3.67779 -1.502 -0.974 -0.479 -0.7558
C 1.03094 3.06403 -3.14231 0.356 1.666 0.684 0.0995
N 0.99438 3.16387 -1.67207 0.518 0.997 -0.073 0.3289
C 2.12197 3.88437 -1.07780 0.271 0.354 0.275 -0.1576
C 1.81379 4.51945 0.28999 -1.724 -0.337 -0.957 -0.2946
O 2.84940 5.34095 0.62452 2.363 0.015 -0.200 -0.2573
C 2.80668 6.16478 1.71781 0.282 1.386 1.047 -1.0002
H -1.39881 1.77122 -5.42324 -0.033 -0.404 -0.357 0.2671
H 0.37657 1.72975 -5.70453 -0.061 -0.243 0.001 0.0314
H -0.64922 2.52994 -6.89815 -0.194 0.152 0.148 0.3330
H -1.03080 2.57643 -3.35018 -0.283 -0.400 -0.047 0.3118
H -0.76679 4.26038 -3.23929 0.514 0.183 0.123 0.3213
H 1.53414 3.95538 -3.51699 0.919 -0.194 -0.009 0.2265
H 1.54782 2.16419 -3.47583 -0.306 -0.137 -0.364 0.0180
H 1.01915 2.23271 -1.28166 -0.317 -0.496 0.010 -0.4482
H 2.48902 4.71623 -1.67894 -0.431 0.095 -0.411 0.5526
H 3.02004 3.27721 -0.96414 0.212 -0.478 0.134 -0.2144
H 1.60529 3.75342 1.03687 -0.036 -0.132 0.328 0.1285
H 0.94077 5.15923 0.16107 -0.667 -0.251 0.017 0.2940
H 2.35720 5.81435 2.64693 -0.229 -0.754 -0.087 0.3415
H 2.35447 7.14107 1.54327 -0.661 0.100 -0.510 0.3621
H 3.82028 6.46986 1.97788 0.310 -0.413 -0.061 0.3026
C 2.52517 -1.67178 -3.93409 1.393 1.682 -1.120 0.9008
O 2.07610 -1.06608 -2.78922 -1.631 -0.139 2.089 -0.6630
C 3.00035 -0.28965 -2.06165 -0.033 0.484 -0.317 -2.0126
C 2.45231 0.00175 -0.67764 -0.465 -1.210 0.569 -0.5908
N 1.06767 0.45189 -0.68355 -0.647 0.161 0.755 0.9766
C 0.50197 0.55830 0.69160 0.645 2.846 0.066 -0.3430
C -0.82828 1.34172 0.79771 -0.935 -1.590 -0.818 -0.3384
O -1.82613 0.41055 0.40740 -2.695 -1.551 0.594 -0.4001
C -2.46263 -0.27367 1.52434 1.230 1.142 0.925 -0.6540
H 2.82038 -0.84617 -4.58164 -0.041 0.250 -0.906 0.1903
H 1.73539 -2.20487 -4.46339 0.243 -0.458 0.539 -0.0022
H 3.50428 -2.12058 -3.76670 -0.236 -1.174 0.022 0.4904
H 3.17000 0.64582 -2.59478 0.159 0.292 -0.249 -0.1092
H 3.95598 -0.80975 -1.99558 0.194 -0.076 0.146 0.7557
H 3.08235 0.64574 -0.06409 0.148 0.293 -0.409 0.4334
H 2.44073 -0.95120 -0.14862 0.436 -0.489 0.267 -0.0932
H 0.56084 -0.18976 -1.27644 -0.407 -0.079 0.052 0.1818
H 1.16609 1.24485 1.21667 0.716 0.013 0.091 -0.2375
H 0.49483 -0.29823 1.36570 -0.255 -0.666 -0.465 0.3580
H -1.04137 2.17020 0.12220 1.119 0.117 -0.323 0.1852
H -1.13607 1.72562 1.77032 0.844 -0.128 0.565 0.1051
H -3.43654 -0.75532 1.43716 0.349 -0.177 -1.328 0.3208
H -2.67446 0.42249 2.33587 -0.111 0.822 0.007 0.1956
H -1.75731 -0.91087 2.05783 0.178 -0.675 -0.474 0.1847
C 0.08070 -3.03326 -1.07656 -0.001 -0.463 0.655 0.2855
O -0.21357 -4.42068 -0.95571 0.136 -0.573 -0.733 -0.4286
C 0.17653 -5.04564 0.27830 -0.244 1.242 -1.391 0.4797
C -0.14633 -6.55433 0.26382 0.333 0.203 0.729 -0.9836
N 0.51299 -7.17626 1.40810 0.518 -0.084 1.038 0.0037
C 1.96490 -7.22377 1.43340 0.063 -0.424 -0.018 -0.3232
C 2.47970 -8.16067 2.54093 1.117 1.746 -0.053 -0.8047
O 3.86572 -8.33605 2.21532 -0.573 1.168 -0.061 0.1896
C 4.46997 -9.47827 2.68600 -0.073 -1.133 -0.952 -1.0958
H 0.19951 -2.77232 -2.12818 -0.484 -0.062 0.079 -0.0121
H 1.01252 -2.71173 -0.61134 0.494 -0.475 0.176 -0.1880
H -0.67932 -2.46622 -0.53903 -0.393 0.339 -0.338 0.3147
H -0.35784 -4.45149 1.01959 -0.017 -0.615 0.829 0.1607
H 1.23781 -4.80918 0.35493 0.276 -0.473 0.460 -0.3136
H 0.15186 -7.04835 -0.66090 0.112 0.385 -0.428 0.3441
H -1.22097 -6.68991 0.38580 -0.022 0.039 -0.060 0.4014
H 0.25607 -8.12057 1.65784 -0.977 0.126 -0.558 0.2170
H 2.37801 -6.22314 1.56060 0.165 -0.093 0.084 -0.1553
H 2.42200 -7.66893 0.54966 -0.112 0.210 -0.624 0.1590
H 1.90338 -9.08161 2.62944 0.123 -0.278 -0.152 0.4465
H 2.49445 -7.60892 3.48085 -0.534 -0.296 0.397 0.2482
H 4.42922 -9.64983 3.76165 -0.060 0.140 0.176 0.3069
H 5.49588 -9.50875 2.31902 0.128 0.314 0.298 0.2659
H 3.97372 -10.27369 2.12999 -0.015 -0.910 0.481 0.3380
C 6.21677 1.86390 -3.45731 -0.302 0.334 0.667 -0.8046
O 6.33018 1.08549 -2.27917 0.405 -0.004 0.143 -0.1860
C 6.51366 1.88633 -1.10023 -0.225 -0.338 -0.896 -0.1943
C 6.89206 1.01776 0.05256 -0.520 -0.365 -0.021 -1.0850
N 5.78572 0.11897 0.36936 0.013 0.877 -0.384 0.4390
C 6.03212 -0.67920 1.51925 -0.282 -1.246 0.509 -1.3629
C 5.06293 -1.89448 1.62638 0.964 2.289 0.268 0.0031
O 5.32138 -2.70752 0.52688 -0.325 -0.205 -0.125 -0.0528
C 4.51413 -3.87453 0.49104 0.541 -0.252 -0.416 -0.6555
H 6.18624 1.25302 -4.35952 0.378 -0.248 0.278 0.1989
H 7.02889 2.59090 -3.45040 0.206 0.047 -0.502 0.4486
H 5.28260 2.42553 -3.45601 -0.271 0.209 0.089 0.1622
H 5.56958 2.39335 -0.90083 -0.102 0.216 0.220 -0.1231
H 7.29910 2.63467 -1.20588 0.151 0.178 -0.528 0.5831
H 7.15044 1.71154 0.85256 -0.285 -0.189 0.488 0.4285
H 7.78599 0.42897 -0.15313 0.398 0.066 -0.239 0.4119
H 5.66812 -0.46427 -0.44680 -0.123 -0.273 -0.068 -0.0424
H 6.01840 -0.04304 2.40424 -0.436 -0.019 0.264 0.4587
H 7.02492 -1.12832 1.54633 0.527 -0.141 -0.262 0.4514
H 4.04266 -1.51107 1.61433 -0.380 -0.136 0.001 -0.2815
H 5.28330 -2.28962 2.61805 -0.148 -0.838 0.006 0.3722
H 3.53644 -3.71629 0.94622 -0.002 -0.039 0.277 -0.1852
H 5.08688 -4.68877 0.93497 -0.361 -0.177 0.474 0.3523
H 4.34680 -4.18308 -0.54090 0.033 0.294 -0.199 0.6333
```
Positions in Å, forces in eV/Å.

Results
* ΔE to the lowest compared entry with this formula, charge and spin: 0.0 kcal per mole
* orbital gap (spin up / spin down): 0.0380 / 0.3097 Eh
* multiplicity: 2
* net charge: -1
* F_max: 3.8 eV/Å